Record 1
{"formula": "C3H12N2O", "method": "ωB97M-V with the def2-TZVPD basis set", "species": ["C", "N", "C", "C", "N", "H", "H", "H", "H", "H", "H", "H", "H", "H", "H", "O", "H", "H"], "xyz": [[-0.89044, 0.45443, -1.74654], [-0.04758, -0.48113, -0.98511], [1.22287, 0.11400, -0.46082], [1.24520, 0.24172, 1.04806], [0.28361, 1.27213, 1.46805], [-0.49061, 0.73761, -2.72064], [-0.92604, 1.37574, -1.15358], [-1.91199, 0.10073, -1.80336], [0.20892, -1.26801, -1.56478], [2.04446, -0.43784, -0.91875], [1.25294, 1.14589, -0.84963], [1.05083, -0.70159, 1.53861], [2.26482, 0.59488, 1.26394], [0.12335, 1.14562, 2.46061], [-0.61868, 1.03689, 1.05140], [-1.29248, -1.76124, 1.37377], [-2.18647, -2.08037, 1.56299], [-1.33269, -1.48947, 0.43579]], "lumo_energy_ev": 0.91, "fmax_ev_per_a": 1.6, "total_energy_ev": -8332.877, "homo_lumo_gap_ev": 10.052}

Record 2
{"formula": "C21H33LaN2O4P2", "method": "ωB97M-V with the def2-TZVPD basis set", "species": ["C", "C", "N", "C", "C", "C", "C", "P", "La", "P", "C", "C", "C", "C", "C", "C", "C", "O", "O", "H", "H", "H", "C", "C", "H", "H", "H", "H", "C", "C", "H", "H", "H", "H", "H", "H", "H", "H", "H", "H", "H", "H", "H", "H", "H", "H", "H", "H", "H", "H", "H", "H", "O", "C", "C", "C", "C", "O", "N", "H", "H", "H", "H"], "xyz": [[-2.93361, 0.84634, -2.97085], [-1.81849, 0.82647, -2.14658], [-1.64014, -0.10070, -1.16630], [-2.62531, -0.99383, -0.98422], [-3.75455, -1.04305, -1.78697], [-3.92167, -0.09999, -2.79211], [-0.79311, 1.85335, -2.35995], [0.95069, 1.55836, -1.93692], [0.61249, -0.68471, 0.01703], [-1.59746, -1.53645, 1.64054], [-2.51608, -2.00935, 0.11760], [2.01676, 0.90326, 1.66868], [3.28221, 0.53070, 1.10031], [4.42745, 0.48658, 1.91909], [4.35629, 0.75325, 3.28727], [3.09782, 1.04059, 3.82491], [1.95929, 1.08083, 3.04552], [-1.19677, 3.92650, -0.92911], [-0.09354, 3.29646, 1.21249], [-2.98980, 1.67364, -3.67505], [-4.48411, -1.82783, -1.60807], [-4.75667, -0.13704, -3.48114], [1.48618, 0.68794, -3.42084], [1.92152, 3.09107, -2.04077], [-3.52986, -2.22558, 0.45464], [-2.09725, -2.94825, -0.25997], [-0.99316, 2.91054, -1.61289], [-0.87626, 2.36550, -3.31708], [-1.16091, -3.15601, 2.40855], [-2.93058, -1.04385, 2.76599], [3.46935, 0.34777, 0.01920], [5.40575, 0.22978, 1.49546], [5.23532, 0.71093, 3.93481], [2.97332, 1.24929, 4.88590], [0.99224, 1.30797, 3.51511], [0.22993, 2.38248, 1.32486], [0.69862, 3.82127, 1.25673], [-0.72597, 3.74799, -0.00124], [-2.14385, 3.90423, -0.72663], [0.80636, 1.06868, 1.25689], [1.35013, 1.36539, -4.28908], [2.55840, 0.44645, -3.31101], [0.93685, -0.25445, -3.61954], [1.87491, 3.50416, -3.05807], [1.60310, 3.87165, -1.33726], [2.96786, 2.82390, -1.81411], [-3.52616, -1.93229, 3.05446], [-2.51986, -0.58164, 3.68595], [-3.59157, -0.30756, 2.27505], [-2.06753, -3.64213, 2.81062], [-0.66538, -3.81791, 1.67930], [-0.45564, -2.96310, 3.23760], [0.03328, -2.60451, -3.77839], [0.66587, -3.08929, -2.85280], [1.38437, -4.42591, -2.74661], [2.08631, -4.41164, -1.38904], [1.61371, -3.12813, -0.80541], [1.87516, -2.69351, 0.37463], [0.86188, -2.39709, -1.64714], [0.65228, -5.24213, -2.83000], [2.06577, -4.50378, -3.60351], [1.84342, -5.23531, -0.71246], [3.17981, -4.39625, -1.40900]], "lumo_energy_ev": [0.37, 0.38], "fmax_ev_per_a": 2.7, "total_energy_ev": -52917.133, "homo_lumo_gap_ev": [3.900, 3.869]}

Record 3
{"formula": "C5H10N2O2PS", "method": "ωB97M-V with the def2-TZVPD basis set", "species": ["C", "C", "C", "C", "C", "N", "N", "O", "O", "P", "S", "H", "H", "H", "H", "H", "H", "H", "H", "H", "H"], "xyz": [[0.36673, -1.85046, 0.84049], [-0.86590, -1.29952, 1.15269], [-0.25266, -0.58740, -0.85735], [2.02991, -1.52764, -0.94536], [0.27214, 2.41164, 0.70026], [0.68422, -1.38763, -0.35899], [-1.28489, -0.59035, 0.06347], [-2.62860, 0.88748, -1.57475], [0.96620, 1.80016, -0.35291], [-2.82607, 0.31260, -0.24750], [-3.96769, 0.24795, 1.22773], [1.08469, -2.40115, 1.45821], [-1.38041, -1.28958, 2.06059], [-0.23719, -0.40255, -1.85924], [2.80949, -1.82572, -0.23072], [1.75738, -2.22727, -1.88496], [2.35536, -0.54564, -1.32259], [0.04097, 1.79859, 1.47523], [-0.70218, 2.83083, 0.42868], [0.73029, 3.27158, 1.30982], [1.04822, 2.37407, -1.08280]], "lumo_energy_ev": -4.60, "fmax_ev_per_a": 4.0, "total_energy_ev": -32539.254, "charge": 1, "homo_lumo_gap_ev": 9.174}

Record 4
{"formula": "C3H3O2Rb", "method": "ωB97M-V with the def2-TZVPD basis set", "species": ["O", "Rb", "O", "C", "C", "C", "H", "H", "H"], "xyz": [[1.45532, -0.16979, -0.43525], [4.02462, 1.54286, 0.27254], [-0.89352, 2.21655, 0.45072], [-0.41637, 1.19028, 0.06045], [0.29617, 0.04852, 0.15073], [-0.91720, -0.97500, -0.08965], [-0.98640, -1.24736, -1.15621], [-1.92032, -0.71865, 0.28015], [-0.64230, -1.88742, 0.46652]], "lumo_energy_ev": -1.27, "fmax_ev_per_a": 2.8, "total_energy_ev": -7906.721, "homo_lumo_gap_ev": 3.946}

Record 5
{"formula": "C24H36O12", "method": "ωB97M-V with the def2-TZVPD basis set", "species": ["O", "C", "C", "C", "C", "O", "H", "H", "H", "H", "H", "H", "O", "C", "C", "C", "C", "O", "H", "H", "H", "H", "H", "H", "O", "C", "C", "C", "C", "O", "H", "H", "H", "H", "H", "H", "O", "C", "C", "C", "C", "O", "H", "H", "H", "H", "H", "H", "O", "C", "C", "C", "C", "O", "H", "H", "H", "H", "H", "H", "O", "C", "C", "C", "C", "O", "H", "H", "H", "H", "H", "H"], "xyz": [[-6.62914, 5.15449, 1.61793], [-5.85617, 4.47332, 0.94406], [-5.07448, 3.34355, 1.49619], [-4.10870, 3.07043, 0.38090], [-4.93837, 3.49992, -0.83020], [-5.81256, 4.51350, -0.37262], [-4.58882, 3.54661, 2.45066], [-5.85845, 2.58991, 1.57055], [-3.23448, 3.70204, 0.53874], [-3.90984, 2.01280, 0.55397], [-4.19761, 3.92859, -1.50518], [-5.56920, 2.72259, -1.26137], [0.07283, -6.81070, 3.89918], [0.57541, -7.50566, 4.76985], [1.23216, -8.82071, 4.52748], [1.52634, -9.18111, 5.96597], [1.62971, -7.84999, 6.73696], [0.63545, -7.14268, 6.06349], [0.46134, -9.42014, 4.04309], [2.14734, -8.75623, 3.93894], [0.72966, -9.78031, 6.40681], [2.36234, -9.83510, 6.21395], [1.33298, -7.96150, 7.77985], [2.55531, -7.28845, 6.61032], [5.83188, 3.84450, 3.26782], [5.67067, 3.03655, 2.34409], [5.32535, 3.23845, 0.87211], [6.21666, 2.19552, 0.24036], [6.30323, 1.07176, 1.23748], [5.96057, 1.71915, 2.45199], [4.30457, 3.11013, 0.51208], [5.67330, 4.22443, 0.56410], [5.82115, 1.83283, -0.70840], [7.14726, 2.71242, 0.00609], [5.53483, 0.31167, 1.09626], [7.27999, 0.60950, 1.38015], [-0.17958, 3.90013, 5.45138], [-0.43692, 4.53326, 6.49448], [-0.36284, 5.97060, 6.80470], [-1.39641, 6.17934, 7.90572], [-1.40997, 4.86762, 8.54773], [-1.03360, 3.90450, 7.51883], [0.64625, 6.16437, 7.16842], [-0.69900, 6.54730, 5.94301], [-1.10719, 6.96274, 8.60624], [-2.38073, 6.37149, 7.47875], [-0.69678, 4.87983, 9.37192], [-2.43795, 4.66973, 8.85138], [0.28314, -0.11825, -14.55880], [-0.17241, -0.57139, -13.51409], [-0.76601, -1.91888, -13.27205], [-1.47104, -1.81632, -11.89491], [-0.76309, -0.64459, -11.33995], [-0.08523, 0.09840, -12.43621], [-1.45679, -2.17941, -14.07395], [-0.06569, -2.74075, -13.12310], [-2.55548, -1.75403, -11.98542], [-1.33024, -2.62287, -11.17535], [-1.54159, -0.18854, -10.72835], [0.11559, -0.95283, -10.77337], [0.25754, -0.79000, -4.62473], [0.02701, -0.96498, -3.49702], [-1.24262, -1.61700, -2.93621], [-0.79738, -2.22950, -1.64957], [0.50377, -1.41335, -1.26448], [0.90328, -0.73954, -2.53074], [-2.02572, -0.89544, -2.70343], [-1.64447, -2.43927, -3.52823], [-1.73452, -2.03373, -1.12848], [-0.64238, -3.29743, -1.80320], [0.09443, -0.91141, -0.38778], [1.05221, -2.32219, -1.01685]], "lumo_energy_ev": 0.18, "fmax_ev_per_a": 4.8, "total_energy_ev": -50038.591, "homo_lumo_gap_ev": 10.084}

Record 6
{"formula": "C24H33FeN6P", "method": "ωB97M-V with the def2-TZVPD basis set", "species": ["Fe", "C", "N", "C", "C", "N", "C", "P", "C", "N", "C", "C", "N", "C", "C", "N", "C", "C", "N", "C", "H", "H", "H", "H", "H", "H", "H", "H", "H", "H", "H", "H", "H", "H", "H", "C", "C", "C", "C", "C", "C", "C", "C", "C", "C", "C", "C", "H", "H", "H", "H", "H", "H", "H", "H", "H", "H", "H", "H", "H", "H", "H", "H", "H", "H"], "xyz": [[0.24660, -0.44108, 0.25536], [3.25366, 3.54992, 2.33619], [2.77881, 2.17045, 2.13849], [3.26974, 1.07962, 2.80300], [2.58131, -0.00262, 2.34724], [1.67271, 0.42482, 1.40754], [1.81739, 1.75646, 1.30095], [0.85505, 2.85371, 0.18764], [-0.81006, 2.25234, 0.63395], [-1.18817, 0.96591, 0.70781], [-2.48792, 0.96854, 1.14903], [-2.88652, 2.25477, 1.33810], [-1.82334, 3.04778, 1.01001], [-1.81737, 4.51748, 1.07950], [1.02895, 1.87001, -1.34701], [0.81905, 0.54579, -1.46303], [1.11112, 0.21886, -2.76344], [1.50758, 1.34179, -3.42135], [1.44775, 2.36867, -2.52033], [1.79787, 3.76698, -2.81425], [4.03796, 3.52716, 3.08610], [2.43846, 4.17482, 2.69157], [3.66038, 3.93828, 1.40605], [4.05672, 1.16367, 3.53336], [2.69210, -1.03207, 2.63428], [-3.05190, 0.07087, 1.31273], [-3.82412, 2.66847, 1.66916], [-2.82591, 4.84444, 1.31229], [-1.52233, 4.93115, 0.11902], [-1.14250, 4.84845, 1.86501], [1.03261, -0.77892, -3.15099], [1.81155, 1.49588, -4.44297], [2.03873, 3.83565, -3.87040], [2.66497, 4.06361, -2.22941], [0.95095, 4.41326, -2.59946], [-0.01996, -2.67671, 2.53420], [-0.43237, -2.49718, 1.09154], [0.50445, -2.70444, 0.03965], [1.92024, -3.11717, 0.37744], [0.05783, -2.74505, -1.30667], [0.94283, -3.37905, -2.33686], [-1.24017, -2.26832, -1.61580], [-1.67427, -2.09414, -3.04103], [-2.16853, -2.06628, -0.58062], [-3.57931, -1.67823, -0.91080], [-1.80407, -2.34564, 0.76066], [-2.83892, -2.57770, 1.81995], [0.15384, -3.73466, 2.74780], [-0.77639, -2.31256, 3.22222], [0.90873, -2.15914, 2.76746], [1.93167, -4.16902, 0.67654], [2.32735, -2.55731, 1.21530], [2.60018, -3.00077, -0.46085], [1.86468, -2.82141, -2.51831], [0.43675, -3.53339, -3.28365], [1.26680, -4.35317, -1.96404], [-2.29749, -2.93885, -3.34924], [-0.83977, -2.02797, -3.73124], [-2.27551, -1.19512, -3.16205], [-4.12024, -2.53132, -1.33149], [-3.60353, -0.88964, -1.66077], [-4.13223, -1.33212, -0.04361], [-2.92025, -1.76294, 2.54527], [-2.56159, -3.45682, 2.40305], [-3.82259, -2.74882, 1.39422]], "spin_multiplicity": 6, "lumo_energy_ev": [-8.48, -11.58], "fmax_ev_per_a": 0.7, "total_energy_ev": -78016.196, "charge": 3, "s_squared": 8.778, "homo_lumo_gap_ev": [9.457, 6.336]}

Record 7
{"formula": "C3H5NS", "method": "ωB97M-V with the def2-TZVPD basis set", "species": ["S", "C", "N", "C", "C", "H", "H", "H", "H", "H"], "xyz": [[-2.82482, 0.21834, -0.30987], [-1.48227, -0.62504, -0.06878], [-0.21892, -0.13793, 0.33631], [1.14594, -0.37963, -0.08774], [0.59971, 1.06637, 0.02932], [-1.48054, -1.63387, 0.25561], [1.36635, -0.86966, -0.98828], [1.51919, -0.78391, 0.79851], [0.81790, 1.58197, 0.94135], [0.55746, 1.56336, -0.90643]], "lumo_energy_ev": 0.33, "fmax_ev_per_a": 3.3, "total_energy_ev": -15514.859, "homo_lumo_gap_ev": 8.910}

Record 8
{"formula": "C4H9BNO4", "method": "ωB97M-V with the def2-TZVPD basis set", "species": ["C", "C", "O", "B", "O", "C", "N", "C", "O", "O", "H", "H", "H", "H", "H", "H", "H", "H", "H"], "xyz": [[-2.18455, 0.65924, -1.03676], [-1.40728, -0.65260, -1.00360], [-0.06401, -0.50176, -1.43996], [0.93156, -0.18826, -0.53595], [2.21178, -0.14378, -1.10042], [0.73586, 0.20167, 0.98672], [1.78204, 1.09867, 1.52988], [0.68189, -1.15489, 1.77980], [0.39793, -2.13165, 1.04176], [0.91491, -1.13037, 2.99412], [-3.25773, 0.44432, -0.97860], [-1.92671, 1.32187, -0.20703], [-2.00197, 1.18722, -1.97886], [-1.88311, -1.34809, -1.70695], [-1.42953, -1.13259, -0.02204], [2.15527, 0.24035, -1.98122], [-0.21418, 0.72200, 1.16601], [2.66340, 0.60218, 1.56417], [1.89439, 1.90647, 0.92895]], "lumo_energy_ev": 3.21, "fmax_ev_per_a": 0.7, "total_energy_ev": -14654.497, "charge": -1, "homo_lumo_gap_ev": 7.376}